Entry 1:
81
Properties=species:S:1:pos:R:3:forces:R:3 method="wB97M-V/def2-TZVPD" homo_energy_ev="-12.547 / -12.946" lumo_ev="-6.5 / -7.9" total_energy_ev=-56388.63030 multiplicity=5 homo_lumo_gap_ev="6.08 / 5.04" total_charge=+2
Pt -0.701611 0.214928 -2.486732 2.636 1.917 2.572
C -0.321917 -2.344614 0.288081 0.106 -0.253 0.025
C 1.077649 -2.533445 0.091828 -0.122 -0.228 0.108
C 0.789049 -0.652489 1.395511 0.159 -0.437 -0.230
C -0.506166 -1.159350 1.041731 0.626 0.196 0.512
C 1.773194 -1.507000 0.791013 -0.751 0.090 0.096
C -1.398854 -3.290858 -0.087001 -0.228 -0.184 -0.100
H -1.178630 -3.808506 -1.035062 -0.170 0.162 0.428
H -2.362742 -2.761720 -0.157892 0.333 -0.340 -0.071
H -1.506153 -4.078495 0.682196 0.068 0.300 -0.154
C -1.776496 -0.649808 1.562460 -0.302 0.069 0.055
H -2.581082 -0.837015 0.847589 -0.021 0.046 0.212
H -1.719132 0.422533 1.760206 -0.103 -0.206 0.104
H -2.009444 -1.178886 2.501594 -0.053 0.128 -0.164
C 1.076091 0.474611 2.309628 0.075 0.532 0.144
H 1.167457 0.143425 3.367828 -0.034 0.058 -0.575
H 0.276602 1.233792 2.268024 0.322 -0.370 0.118
H 2.029247 0.962535 2.032508 -0.402 -0.290 0.345
C 3.234930 -1.400953 0.940287 0.300 0.055 -0.354
H 3.569966 -1.897105 1.861541 -0.021 0.064 -0.138
H 3.553449 -0.356205 0.991373 0.024 -0.101 0.102
H 3.741011 -1.875096 0.088397 -0.015 0.089 0.347
C 1.687799 -3.678503 -0.627176 0.138 0.019 -0.265
H 1.793499 -4.555174 0.041237 -0.048 0.338 -0.258
H 2.687455 -3.396410 -0.980562 -0.205 -0.286 0.045
H 1.076753 -3.984169 -1.494466 0.231 0.078 0.397
C -2.078927 1.227741 -5.576274 -0.025 3.050 -1.035
C -2.092560 -0.178376 -5.176286 -1.670 -1.157 -2.534
C -1.387854 -1.118691 -6.081338 -0.255 -0.961 -0.216
C 0.141615 -0.995729 -6.040419 -0.712 -1.137 0.915
C 0.518411 -0.305716 -4.767176 1.924 1.196 -1.093
C 0.364356 1.099908 -4.679324 3.183 0.980 -0.568
C 0.305789 1.946636 -5.987636 -0.073 -0.167 0.341
C -1.086671 1.877172 -6.557719 -1.002 -0.559 -1.418
H -1.763868 -0.969183 -7.113365 0.136 -0.163 0.407
H 0.469562 -0.483510 -6.939052 0.454 0.403 0.205
H -1.609624 -2.144286 -5.781548 -0.331 0.114 -0.186
H -1.089460 1.310296 -7.493236 -0.049 0.142 -0.071
H -3.065399 1.727639 -5.692321 0.396 -0.704 -0.083
H -3.076301 -0.547475 -4.865513 0.556 0.140 0.193
H -1.444952 2.895532 -6.815459 0.012 -0.684 0.155
H 0.512392 3.007582 -5.782339 0.315 -0.472 0.286
H 1.225895 1.551990 -4.114322 -1.280 -0.761 -0.226
H 1.069510 1.597087 -6.696063 -0.159 0.099 0.232
H 0.575664 -2.007626 -6.033682 -0.082 0.422 -0.237
H 1.358083 -0.821965 -4.282985 -0.662 0.453 0.344
P -1.555492 1.627008 -3.937095 -0.472 -1.155 1.265
P 1.242900 1.878161 -1.760218 -1.256 -1.428 0.102
C -0.925583 3.218481 -3.413345 -0.167 0.676 0.506
C 0.527260 3.267496 -2.771896 -0.103 1.073 -0.698
H -1.687785 3.509245 -2.663088 0.582 0.253 -0.219
H -1.043708 3.889236 -4.290097 0.389 -0.006 0.640
H 1.261377 3.540612 -3.541400 -0.237 0.322 0.153
H 0.441216 4.106840 -2.062168 0.410 -0.228 -0.191
C 2.300306 2.675483 -0.486261 -0.130 0.383 -0.050
H 2.353754 1.989879 0.379185 0.131 0.491 -0.448
H 1.885326 3.647271 -0.181786 0.251 -0.346 0.049
H 3.301973 2.822366 -0.923546 -0.320 -0.001 0.302
C 2.582897 0.772840 -2.369896 0.515 0.189 -0.494
H 3.340610 1.342168 -2.927066 0.028 -0.368 0.068
H 2.241644 -0.099018 -2.937330 0.085 0.534 0.109
H 3.060048 0.350384 -1.465799 -0.223 0.437 -0.238
C -3.238870 1.274146 -3.254251 -0.249 0.405 0.718
H -3.165966 0.403371 -2.579023 -0.171 0.809 -0.053
H -4.047344 1.020029 -3.951641 0.433 0.608 -0.101
H -3.417002 2.206065 -2.728550 -0.834 -0.166 0.426
C -1.250056 -1.623863 -2.980417 -0.753 -1.056 -0.263
H -0.930514 -2.155890 -2.075249 -0.301 -0.260 -0.702
H -0.618405 -1.816884 -3.864606 -1.107 -1.092 0.780
H -2.342014 -1.562955 -3.137725 0.687 -1.031 0.021
F -3.278656 4.483961 2.236498 0.808 -0.736 -0.905
C -2.718259 3.599719 1.355259 -1.250 0.108 0.272
C -1.356997 3.466058 1.234755 0.536 0.084 0.164
C -0.828754 2.534703 0.321687 -0.082 0.681 0.026
C -1.643777 1.782033 -0.510944 -0.125 -0.700 0.272
C -3.010458 1.820076 -0.260513 -0.395 0.891 0.291
C -3.574133 2.787727 0.618231 0.822 -0.841 -0.601
H -0.706916 4.098579 1.845834 -0.136 -0.293 -0.189
H 0.245107 2.465174 0.295873 -0.226 -0.011 0.036
H -3.662637 1.123404 -0.760775 -0.256 0.159 0.049
H -4.644379 2.884642 0.706082 -0.104 -0.061 0.181


Entry 2:
98
Properties=species:S:1:pos:R:3:forces:R:3 method="wB97M-V/def2-TZVPD" homo_energy_ev=-11.560 lumo_ev=-3.4 total_energy_ev=-150676.80263 homo_lumo_gap_ev=8.21 total_charge=+1
Ta 1.667791 -0.181609 -0.284706 -2.987 0.352 -2.975
C -5.332090 2.418920 -0.175026 0.006 0.024 0.001
C -4.652159 1.396916 0.744926 0.018 -0.131 -0.072
C -5.662593 0.793403 1.722758 0.009 0.033 0.031
C -3.992234 0.321349 -0.081593 0.020 0.092 -0.132
C -4.648106 -0.756005 -0.693632 -0.111 -0.017 0.080
C -3.656898 -1.432301 -1.355716 -0.003 -0.044 -0.058
N -2.478987 -0.806103 -1.149937 0.117 -0.032 -0.078
N -2.685877 0.285929 -0.364644 -0.214 -0.231 -0.112
B -1.218847 -1.261914 -1.945671 0.022 0.004 -0.094
N -0.209061 -2.212458 -1.196623 0.008 0.565 0.011
C -0.442135 -3.525831 -1.093610 0.046 -0.098 -0.056
C 0.735707 -4.214253 -1.258063 0.055 -0.209 0.021
C 1.720300 -3.243675 -1.451423 -0.141 0.199 -0.181
N 1.144475 -2.022288 -1.397420 0.070 -0.737 0.131
C 3.165980 -3.438029 -1.809762 -0.076 0.019 -0.002
C 3.561397 -4.907298 -1.709106 0.006 -0.030 0.081
C 3.410389 -2.886234 -3.221130 -0.050 -0.043 -0.008
N -0.441691 -0.104824 -2.633928 0.083 -0.105 -0.058
C -0.933467 0.405190 -3.768382 0.018 0.029 -0.014
C -0.016229 1.274332 -4.297988 -0.090 0.045 -0.188
C 1.071457 1.255221 -3.423110 0.132 0.171 -0.115
N 0.814938 0.408780 -2.409476 -0.125 -0.129 0.641
C 2.284767 2.121469 -3.670574 0.099 -0.083 0.369
C 3.611553 1.361853 -3.655692 -0.054 0.035 0.011
C 2.289868 3.359489 -2.762683 -0.042 0.053 -0.067
H -5.700855 3.271334 0.400862 -0.006 -0.058 -0.034
H -6.184148 1.954874 -0.679169 0.062 0.045 0.014
H -4.651642 2.789395 -0.946771 -0.050 -0.024 0.078
H -3.891272 1.910260 1.335925 0.004 -0.009 -0.008
H -6.466345 0.283125 1.187057 0.046 0.026 0.045
H -6.115623 1.582863 2.325573 0.004 -0.042 -0.016
H -5.192801 0.073695 2.398517 -0.037 0.042 -0.053
H -5.696833 -1.006969 -0.653343 0.112 0.044 -0.021
H -3.711739 -2.310259 -1.982173 0.033 0.112 0.039
H -1.689301 -1.926694 -2.833536 0.045 0.063 0.051
H -1.448489 -3.891597 -0.952868 0.041 0.032 -0.091
H 0.869985 -5.282889 -1.237537 0.004 0.082 0.007
H 3.772448 -2.862752 -1.113325 0.030 0.051 0.072
H 2.968765 -5.523613 -2.391321 0.058 0.034 0.030
H 3.427678 -5.287613 -0.692109 0.003 0.017 -0.100
H 4.611473 -5.027276 -1.978595 -0.044 -0.001 0.010
H 2.806693 -3.429138 -3.954459 0.050 0.029 0.035
H 4.461768 -2.999881 -3.490221 -0.032 0.000 0.010
H 3.151121 -1.828780 -3.280464 0.009 -0.008 -0.002
H -1.907227 0.103031 -4.125923 0.111 -0.015 0.044
H -0.097251 1.844507 -5.210720 0.030 -0.052 0.106
H 2.144195 2.480526 -4.689370 -0.031 0.019 -0.093
H 3.798585 0.880509 -2.699029 0.009 0.077 -0.291
H 4.432092 2.051089 -3.860307 -0.013 -0.011 -0.022
H 3.621998 0.584603 -4.422451 0.008 -0.002 0.038
H 2.345461 3.084483 -1.710228 -0.003 0.089 -0.145
H 1.382533 3.950305 -2.918597 0.055 -0.036 0.010
H 3.147273 3.992123 -3.006060 -0.052 -0.028 0.002
O 3.521483 2.083051 3.344263 0.143 0.383 -0.006
As 2.573486 0.963171 2.378848 0.412 -0.038 1.243
O 4.032561 0.380144 1.393199 0.288 0.380 -0.621
O 0.000957 0.860461 0.049226 -0.422 -0.188 0.230
C 2.449738 -0.465058 3.740077 -0.049 -0.499 -0.399
C 2.430446 -0.073251 5.067447 0.132 -0.077 0.061
C 2.005655 -0.958575 6.054893 -0.016 -0.075 0.078
C 1.597327 -2.245208 5.735343 0.020 0.069 0.204
C 1.593389 -2.661933 4.413721 0.127 -0.016 -0.248
C 2.010980 -1.766480 3.439842 0.024 0.404 0.137
S 1.744626 -2.184609 1.765078 -0.104 -0.289 0.341
O 0.793636 -1.057608 1.304326 -0.216 -0.757 0.954
O 1.177668 -3.481587 1.680163 -0.060 -0.101 0.056
O 2.906820 -1.871541 0.914472 -0.496 -0.007 0.148
H 4.462114 1.929888 3.178622 0.034 0.031 0.139
H 2.746745 0.927014 5.326089 0.003 0.053 0.071
H 1.984811 -0.631629 7.087125 0.023 -0.017 -0.025
H 1.261396 -2.919678 6.513458 0.046 0.037 -0.041
H 1.263871 -3.653642 4.125716 -0.001 0.097 0.048
C -1.318529 3.553501 2.839650 0.002 -0.063 0.033
C -0.347462 2.560942 2.174496 0.052 0.329 -0.078
P -1.168159 1.472486 0.909949 1.034 0.441 0.347
C -1.724338 0.316981 2.237826 -0.544 -0.318 -0.302
C -2.223428 -1.103580 1.997643 0.022 -0.010 0.074
C -1.778904 2.919974 -0.055398 -0.343 -0.330 -0.395
C -1.793013 2.783335 -1.574866 0.033 0.028 0.075
H -0.797228 4.112350 3.617694 -0.025 -0.023 -0.017
H -2.158774 3.041528 3.319844 0.069 0.053 -0.036
H -1.727994 4.279595 2.138472 0.034 -0.015 0.058
H 0.097012 1.964063 2.964057 0.082 -0.061 0.045
H 0.470652 3.099344 1.687761 -0.026 0.040 -0.029
H -2.432553 0.882078 2.852593 0.063 -0.002 -0.003
H -0.801851 0.254157 2.809291 0.036 0.002 0.070
H -3.252553 -1.152399 1.655193 0.011 -0.004 0.035
H -2.165808 -1.639547 2.948694 0.008 0.005 -0.021
H -1.596722 -1.635377 1.284846 0.003 0.028 -0.006
H -1.034156 3.670431 0.208838 -0.079 0.059 0.010
H -2.744679 3.265296 0.315584 0.103 -0.029 0.035
H -0.802565 2.517794 -1.945984 -0.061 0.002 0.018
H -2.066206 3.749325 -2.005816 0.044 -0.014 0.017
H -2.505628 2.043052 -1.925643 -0.003 0.025 0.002
O 3.513589 -0.431118 -1.022971 1.046 -0.326 0.260
S 3.953437 0.867778 -0.218936 0.859 0.475 0.467
N 2.551358 1.565794 -0.201868 0.432 0.109 0.094